[1]
A molecular structure, C38H35Cl2N8O4Sc, computed with the ωB97M-V functional and the def2-TZVPD basis.

Output
Energy above the lowest of the compared OMol25 structures with the same formula, charge and spin in eV: 2.474
F_max in eV/Å: 4.4

Geometry as XYZ:
```
88
Properties=species:S:1:pos:R:3:forces:R:3
Sc 0.369 0.918 -1.190 -1.2401 3.0767 2.9141
C 0.854 3.033 -3.929 0.0384 0.1720 0.2348
N 0.796 3.097 -2.465 -0.0282 -0.2635 -0.9395
C -0.391 3.842 -1.976 -0.7505 -0.1415 -0.9444
C -1.255 2.940 -1.055 2.0035 0.1171 2.6012
N -1.716 1.595 -1.161 0.0244 -0.9123 -2.4832
C -3.003 1.516 -0.751 -0.0706 0.2289 0.4627
C -3.857 0.430 -0.622 0.0414 0.0445 -0.0533
C -5.122 0.629 -0.048 -0.0276 -0.0116 -0.0046
C -5.527 1.876 0.386 0.0026 -0.0001 0.0106
C -4.666 2.985 0.276 0.0004 -0.0178 0.0413
C -3.426 2.789 -0.274 0.0331 0.1551 -0.2886
N -2.368 3.664 -0.519 -0.3733 -0.1982 0.0553
C 0.132 1.828 -4.413 0.1643 0.0662 -0.5873
N -0.438 0.926 -3.666 0.9303 0.2398 0.0588
C -1.011 0.043 -4.561 -0.7530 -0.4391 0.1670
C -1.838 -1.034 -4.286 -0.2337 -0.4048 0.2375
C -2.346 -1.761 -5.345 0.1674 0.1622 -0.2483
C -2.039 -1.406 -6.672 0.0672 0.1399 0.1417
C -1.248 -0.302 -6.960 -0.1228 -0.1711 0.0144
C -0.760 0.412 -5.875 0.3954 0.6267 -0.0334
N -0.007 1.586 -5.750 -0.3331 -0.4362 0.0692
H 0.385 3.904 -4.407 0.0828 0.0294 0.0799
H 1.888 3.014 -4.285 0.0258 -0.1277 0.1378
H 1.661 3.508 -2.142 -0.1518 0.0509 0.3490
H -0.084 4.617 -1.279 0.0355 0.1016 -0.1338
H -0.889 4.326 -2.825 -0.1454 -0.1400 -0.1214
H -3.552 -0.554 -0.964 0.0057 -0.0024 0.0133
H -5.794 -0.215 0.055 0.0012 0.0005 -0.0044
H -6.508 2.004 0.824 -0.0008 0.0054 -0.0051
H -4.973 3.960 0.635 -0.0021 -0.0020 0.0067
H -2.411 4.660 -0.420 0.0363 0.0009 0.0727
H -2.104 -1.276 -3.261 0.0254 0.0414 -0.0519
H -3.003 -2.599 -5.155 -0.0045 -0.0167 -0.0169
H -2.452 -1.992 -7.482 0.0113 0.0158 -0.0306
H -1.038 -0.003 -7.977 -0.0244 -0.0286 -0.0265
H 0.335 2.172 -6.490 -0.0332 0.0108 -0.0154
C 4.384 -1.183 -1.574 0.0077 -0.0228 -0.0184
C 2.933 -0.914 -1.841 0.0199 -0.1071 0.2358
O 2.433 0.179 -1.560 -0.2605 -0.0060 -0.6880
N 2.210 -1.917 -2.380 -0.0105 0.1798 0.1757
C 0.771 -1.816 -2.585 -0.0992 -0.3484 -0.5295
C -0.028 -2.167 -1.363 -0.0564 -0.0596 0.4538
C -0.416 -3.462 -1.072 0.0114 -0.0054 0.0189
C -1.038 -3.710 0.146 0.0044 -0.0265 -0.0052
C -1.240 -2.666 1.029 -0.0191 -0.0145 0.0368
C -0.838 -1.394 0.657 -0.1242 0.1720 -0.0523
N -0.263 -1.150 -0.518 0.0705 -0.5817 -0.5403
H 4.812 -0.316 -1.082 0.0016 -0.0018 0.0090
H 4.914 -1.385 -2.506 -0.0023 0.0024 -0.0017
H 4.490 -2.051 -0.923 -0.0048 0.0056 0.0079
H 2.633 -2.829 -2.425 0.0354 0.0120 -0.0495
H 0.494 -2.463 -3.427 0.1110 0.1028 0.2033
H 0.524 -0.801 -2.906 0.2886 -0.3408 -0.0580
H -0.227 -4.261 -1.776 -0.0008 0.0035 -0.0133
H -1.351 -4.713 0.404 0.0021 -0.0014 -0.0088
H -1.701 -2.816 1.996 0.0140 0.0303 0.0057
H -0.964 -0.535 1.299 -0.0559 -0.0020 0.0612
O -0.109 2.681 -0.185 0.0343 -0.2639 -0.0414
Cl 2.287 -2.195 2.824 -0.0326 -0.0191 -0.0503
C 3.191 -1.920 4.279 0.0748 -0.0132 0.0320
C 4.122 -2.867 4.667 0.0006 -0.0036 -0.0244
C 4.884 -2.646 5.803 -0.0001 0.0059 0.0087
C 4.714 -1.488 6.541 0.0066 -0.0090 -0.0087
C 3.768 -0.557 6.140 -0.0116 -0.0481 0.0619
Cl 3.561 0.875 7.091 -0.0014 -0.0041 -0.0075
C 2.975 -0.745 5.007 -0.1267 0.1454 -0.0193
N 2.043 0.234 4.607 -0.3028 -0.5466 0.6635
C 0.685 -0.089 4.572 0.2646 -0.0937 0.1462
C 0.149 -1.097 5.374 -0.0416 -0.0614 -0.0027
C -1.201 -1.405 5.315 0.0155 0.0138 -0.0307
C -2.042 -0.704 4.462 -0.0003 -0.0231 0.0018
C -1.508 0.314 3.681 -0.0251 0.1187 0.0628
C -0.158 0.642 3.724 -0.2077 -0.0112 -0.0364
C 0.390 1.753 2.872 -0.0038 0.1580 -0.1445
C 1.486 1.243 1.929 -0.4495 0.1664 -0.2085
O 2.663 1.283 2.305 0.2687 0.1599 -0.6367
O 1.075 0.747 0.834 0.4312 -0.7663 -0.6926
H 4.252 -3.760 4.071 0.0022 -0.0101 0.0053
H 5.618 -3.379 6.111 0.0000 -0.0024 0.0028
H 5.302 -1.296 7.427 0.0033 -0.0041 0.0033
H 2.365 0.764 3.792 0.2738 0.2410 -0.0058
H 0.800 -1.648 6.042 0.0054 0.0036 0.0028
H -1.594 -2.194 5.945 -0.0083 0.0034 0.0052
H -3.101 -0.927 4.419 0.0135 0.0039 -0.0065
H -2.159 0.895 3.034 0.0121 -0.0392 -0.0332
H 0.828 2.544 3.486 -0.0055 -0.0564 0.1057
H -0.409 2.183 2.267 0.0799 -0.0073 -0.0754
```
Forces are in eV/Å.

For each atom in turn, the Mulliken charge in e is: Sc -0.132; C -1.552; N 0.004; C -1.660; C 0.893; N 0.806; C 0.297; C -0.568; C -0.927; C -0.521; C -1.087; C 0.427; N -0.067; C 0.272; N 0.534; C -0.083; C 0.216; C -0.907; C -0.529; C -1.071; C 0.361; N -0.147; H 0.472; H 0.505; H 0.352; H 0.668; H 0.239; H 0.385; H 0.403; H 0.386; H 0.410; H 0.245; H 0.469; H 0.457; H 0.389; H 0.423; H 0.218; C -1.625; C 0.551; O -0.554; N 0.093; C 0.273; C 0.703; C -0.871; C -0.808; C -0.789; C -0.989; N 1.323; H 0.348; H 0.394; H 0.420; H 0.333; H 0.711; H -1.201; H 0.546; H 0.465; H 0.570; H 0.657; O -0.679; Cl -0.015; C 1.028; C -0.725; C -0.355; C -0.553; C 0.605; Cl -0.211; C -1.482; N 0.092; C 0.517; C -0.467; C -0.753; C -0.879; C -0.372; C 0.461; C -1.052; C 0.638; O -0.874; O -0.044; H 0.439; H 0.358; H 0.426; H 0.398; H 0.464; H 0.403; H 0.434; H 0.501; H 0.465; H 0.100


[2]
A molecular structure, C38H35GdOP2, computed with the ωB97M-V functional and the def2-TZVPD basis.

Output
F_max in eV/Å: 6.5
Calculated total energy in hartree: -2991.69716
<S²>: 16.420
Spin multiplicity: 8
Charge: +2

Geometry as XYZ:
```
77
Properties=species:S:1:pos:R:3:forces:R:3
C -0.966 3.627 -1.629 -0.3734 0.1182 0.1046
C 0.146 2.908 -2.078 -0.0645 0.6438 -0.4148
C 0.548 2.996 -3.404 0.0528 0.0919 -0.5337
C -0.145 3.824 -4.283 -0.2262 0.0901 -0.2817
C -1.243 4.566 -3.839 0.2608 -0.1988 0.0021
C -1.649 4.464 -2.506 -0.1361 -0.0736 0.1204
P 1.155 2.026 -0.934 -0.3192 1.0001 -0.3321
C 2.614 1.424 -1.739 0.0153 0.4806 0.1449
C 2.778 0.104 -2.120 -0.3980 -0.5609 -0.0779
C 3.920 -0.284 -2.803 0.1270 -0.5352 -0.1402
C 4.903 0.657 -3.099 0.0546 0.2101 0.0353
C 4.739 1.986 -2.702 -0.2793 0.2078 0.2037
C 3.577 2.373 -2.013 1.5596 0.0462 -0.6582
Gd 0.139 -0.070 0.051 0.1031 -0.4030 -0.3545
P -1.507 -1.886 0.719 -1.0056 -0.1648 0.4816
C -2.385 -2.502 -0.678 -0.1076 -0.5600 -0.4591
C -3.770 -2.483 -0.676 -0.8308 0.0605 -0.1115
C -4.480 -3.077 -1.715 -0.0006 -0.0506 -0.3463
C -3.796 -3.687 -2.772 -0.1133 0.0918 0.2282
C -2.400 -3.696 -2.781 0.1600 0.1278 -0.1037
C -1.693 -3.091 -1.746 0.2328 0.0503 -0.2351
C -0.426 -3.136 1.374 -0.5316 -0.4283 -0.2541
C 0.285 -2.886 2.535 0.2607 0.7158 0.6572
C 1.017 -3.897 3.132 0.4309 -0.3243 0.2560
C 1.048 -5.170 2.548 0.0712 0.2283 0.1763
C 0.348 -5.402 1.369 0.1008 -0.3948 -0.2360
C -0.392 -4.383 0.777 0.3352 -0.8333 -0.0590
C -2.642 -1.362 1.960 -0.1055 0.1391 0.3922
C -2.664 -0.081 2.514 0.1313 0.2852 0.0994
C -3.633 0.245 3.458 0.2590 0.3169 0.0882
C -4.561 -0.708 3.868 -0.0754 -0.3657 -0.1281
C -4.523 -1.995 3.321 0.3453 0.0183 -0.1999
C -3.548 -2.318 2.362 -1.3708 -0.4909 1.2120
C 1.585 3.086 0.419 0.2216 0.5850 -0.3450
C 1.492 4.451 0.205 0.1547 1.0410 0.4629
C 1.910 5.338 1.203 -0.0497 -0.1197 -0.0321
C 2.424 4.847 2.403 -0.0503 -0.1362 -0.1185
C 2.512 3.464 2.607 0.0102 0.0754 0.2328
C 2.086 2.590 1.615 0.0988 -0.5019 0.4113
H 0.286 -1.872 2.979 -0.2718 -0.7168 -0.0764
H 1.580 -3.706 4.055 -0.3037 -0.0929 -0.4191
H 1.630 -5.969 3.013 -0.2311 0.2581 -0.1457
H 0.378 -6.393 0.902 -0.0262 0.4413 0.2228
H -0.931 -4.572 -0.149 0.0732 -0.0990 0.4051
H -4.314 -2.012 0.146 0.1577 -0.1743 -0.4346
H -5.572 -3.066 -1.706 0.3966 0.0083 0.0118
H -4.353 -4.150 -3.588 0.2010 0.1211 0.2848
H -1.860 -4.169 -3.603 -0.1595 0.1502 0.2292
H -0.591 -3.097 -1.751 -0.5598 -0.0610 -0.0986
H -1.920 0.672 2.205 -0.5347 -0.3320 0.1420
H -3.654 1.252 3.887 0.0049 -0.4113 -0.1655
H -5.314 -0.458 4.618 0.2473 -0.0587 -0.2757
H -5.242 -2.749 3.640 0.1748 0.1868 -0.0860
H -3.535 -3.323 1.934 0.0384 0.2748 0.1936
H 1.090 4.845 -0.729 0.1820 -0.1079 0.2842
H 1.836 6.413 1.037 0.0348 -0.3017 0.0521
H 2.754 5.538 3.180 -0.0874 -0.2421 -0.2415
H 2.913 3.077 3.547 -0.1549 0.1367 -0.3338
H 2.152 1.500 1.782 0.0968 0.7254 -0.1047
H 2.014 -0.654 -1.859 0.4871 0.4065 -0.5166
H 4.054 -1.330 -3.100 -0.0676 0.4643 0.1294
H 5.810 0.357 -3.633 -0.3675 0.0888 0.1970
H 5.511 2.725 -2.922 -0.2443 -0.2421 0.0500
H 3.457 3.408 -1.700 -0.0030 -0.1669 -0.0609
H 1.408 2.425 -3.757 -0.2368 0.2443 0.0454
H 0.172 3.894 -5.328 -0.1098 -0.0323 0.4099
H -1.785 5.213 -4.530 0.1966 -0.1869 0.2276
H -2.508 5.037 -2.151 0.2940 -0.2203 -0.1151
H -1.294 3.536 -0.588 0.1204 0.0946 -0.3829
H -1.121 0.179 -1.394 -0.8467 0.6046 -0.5909
H -1.426 1.064 0.238 -0.7698 0.4358 -0.4070
C 2.626 -0.897 2.159 0.1992 0.0468 0.3729
C 2.032 -1.092 0.782 5.2188 -3.9151 0.0095
O 2.555 -1.876 0.016 -1.8617 1.8177 1.3169
H 1.980 -0.306 2.792 -0.0111 0.2442 0.2448
H 3.610 -0.425 2.038 -0.2434 0.0468 -0.0343
H 2.771 -1.878 2.621 0.0197 0.0823 -0.2272
```
Forces are in eV/Å.

For each atom in turn, the Mulliken charge in e is: C -0.317; C 0.711; C -0.571; C -0.665; C -0.554; C -0.647; P 1.536; C 0.445; C -0.088; C -0.897; C -0.584; C -0.776; C -0.243; Gd -0.904; P 1.629; C 0.865; C -0.662; C -0.711; C -0.576; C -0.794; C -0.681; C 0.894; C -0.539; C -0.734; C -0.704; C -0.746; C -0.946; C 0.623; C -0.242; C -0.715; C -0.575; C -0.795; C -0.402; C 0.460; C -0.118; C -0.781; C -0.617; C -0.604; C 0.041; H 0.746; H 0.510; H 0.425; H 0.432; H 0.528; H 0.465; H 0.435; H 0.427; H 0.428; H 0.453; H 0.063; H 0.425; H 0.412; H 0.429; H 0.528; H 0.440; H 0.442; H 0.412; H 0.447; H -0.354; H 0.333; H 0.439; H 0.417; H 0.433; H 0.488; H 0.357; H 0.423; H 0.417; H 0.421; H 0.362; H 0.245; H 0.099; C -1.856; C 1.337; O -0.422; H 0.478; H 0.454; H 0.463